# 1
{"formula": "C35H52LaOP3Sb", "method": "the ωB97M-V functional and the def2-TZVPD basis", "spin_multiplicity": 1, "energy_ha": -2734.9494, "max_force_ha_per_bohr": 0.073, "homo_lumo_gap_ev": [3.7, 5.1], "total_charge": 3, "relative_energy_kj_mol": 0.0, "symbols": ["La", "P", "P", "P", "H", "C", "C", "H", "C", "C", "C", "C", "C", "C", "C", "C", "C", "H", "H", "H", "H", "H", "H", "H", "H", "H", "H", "H", "H", "H", "H", "H", "H", "H", "H", "H", "H", "H", "H", "H", "H", "H", "H", "H", "H", "H", "C", "C", "C", "C", "C", "C", "O", "H", "H", "H", "H", "H", "H", "C", "C", "C", "C", "C", "C", "Sb", "C", "C", "C", "C", "C", "C", "C", "C", "C", "C", "C", "C", "H", "H", "H", "H", "H", "H", "H", "H", "H", "H", "H", "H", "H", "H", "H"], "coordinates": [[-0.31427, -0.70741, -0.54686], [-1.80481, -3.19635, -0.07169], [1.49841, -2.31199, 1.42803], [1.43211, -2.64700, -2.10137], [-0.58708, 5.00081, -7.53016], [-0.66585, 4.10579, -8.15700], [-1.84110, 3.50706, -8.39572], [-2.77880, 3.90045, -7.99037], [-3.38215, -2.56937, 0.62827], [-1.58750, -4.73709, 0.89018], [-2.32418, -3.87261, -1.70254], [3.11780, -1.44189, 1.54323], [0.86296, -1.97683, 3.11969], [2.01940, -4.06203, 1.60539], [0.94740, -2.56313, -3.86859], [1.66759, -4.45661, -1.93482], [3.19267, -2.12272, -2.23021], [0.26289, 3.73002, -8.60150], [-1.90794, 2.62477, -9.04108], [-3.75315, -1.71559, 0.04109], [-3.21223, -2.19465, 1.64734], [-4.13633, -3.37250, 0.63824], [-1.30503, -4.49460, 1.92258], [-0.78120, -5.34768, 0.46418], [-2.51568, -5.32787, 0.90283], [-2.56382, -3.04110, -2.38147], [-3.20673, -4.52005, -1.59003], [-1.50383, -4.44782, -2.15481], [3.65343, -1.77884, 2.44181], [2.95195, -0.36189, 1.62872], [3.71958, -1.63237, 0.64745], [1.39648, -2.62815, 3.83360], [-0.22008, -2.17304, 3.15918], [1.03676, -0.92387, 3.39210], [3.11060, -4.11802, 1.74727], [1.75210, -4.64439, 0.71375], [1.51141, -4.51411, 2.47119], [1.49564, -3.34577, -4.41621], [1.18639, -1.57016, -4.27557], [-0.13595, -2.72274, -3.96283], [1.84600, -4.87712, -2.93489], [0.76860, -4.91503, -1.50138], [2.53163, -4.65975, -1.28900], [3.62300, -2.50530, -3.16655], [3.76199, -2.50627, -1.37306], [3.23392, -1.02724, -2.22553], [-0.58332, 0.69419, -3.63052], [0.48406, 1.63160, -3.59537], [0.91493, 2.20625, -4.78212], [0.23223, 1.93871, -5.97074], [-0.93536, 1.17140, -5.96982], [-1.36252, 0.55582, -4.79874], [-0.83775, -0.09027, -2.58503], [1.48865, 0.13529, -0.82625], [0.97805, 1.81350, -2.64000], [1.78512, 2.86126, -4.78228], [0.57766, 2.38041, -6.90026], [-1.53689, 1.06508, -6.87956], [-2.25189, -0.07616, -4.74763], [-0.39500, 6.22734, 4.12112], [0.58903, 6.03139, 3.14448], [0.57389, 4.87405, 2.35778], [-0.43877, 3.92736, 2.52631], [-1.46174, 4.14629, 3.45468], [-1.44107, 5.30600, 4.24815], [-0.00851, 1.93632, 1.69884], [1.53161, 1.64344, 3.22919], [2.83559, 1.87292, 2.77041], [3.91202, 1.84106, 3.66185], [3.68665, 1.57158, 5.01742], [2.38425, 1.35913, 5.47674], [1.29931, 1.40812, 4.58371], [-1.87408, 0.94720, 2.27521], [-2.04065, 0.24089, 3.46751], [-3.32186, -0.15732, 3.87268], [-4.43353, 0.14910, 3.08329], [-4.26299, 0.82708, 1.87140], [-2.98419, 1.21937, 1.46415], [-0.34074, 7.09174, 4.78365], [1.38398, 6.76659, 3.00419], [1.39273, 4.69773, 1.66300], [-2.25138, 3.40785, 3.61157], [-2.23565, 5.47688, 4.97659], [3.03049, 2.07940, 1.71545], [4.92154, 2.02235, 3.28950], [4.52939, 1.53081, 5.70844], [2.20540, 1.15584, 6.53602], [0.28913, 1.26819, 4.97359], [-1.19169, 0.00929, 4.11202], [-3.45341, -0.69863, 4.81189], [-5.43304, -0.13915, 3.40550], [-5.12559, 1.06383, 1.24302], [-2.87705, 1.77093, 0.52609]], "atomic_forces_ev_per_a": [[-1.0, -0.8, 1.7], [-0.7, -1.4, 0.0], [0.7, 0.5, 0.6], [0.8, -0.1, -0.7], [-0.1, -0.3, -0.3], [-0.4, -0.2, 0.0], [0.4, 0.2, 0.1], [0.4, -0.2, -0.1], [0.0, 0.2, -0.1], [0.3, 0.0, 0.2], [0.0, 0.2, -0.1], [-0.1, 0.0, 0.1], [-0.1, 0.0, 0.2], [-0.2, -0.5, -0.3], [-0.2, 0.1, 0.0], [-0.3, -0.1, 0.2], [-0.2, 0.2, 0.0], [-0.4, 0.2, 0.1], [0.0, 0.4, 0.2], [0.0, -0.3, 0.1], [-0.1, -0.2, -0.1], [0.2, 0.4, 0.0], [-0.1, -0.1, -0.2], [-0.2, 0.1, 0.1], [0.3, 0.2, -0.1], [0.0, -0.3, 0.1], [0.3, 0.2, -0.1], [-0.2, 0.1, 0.2], [0.0, 0.0, -0.3], [0.0, -0.3, -0.1], [-0.1, 0.1, 0.2], [-0.3, 0.4, -0.1], [0.3, -0.1, 0.2], [0.0, -0.4, -0.1], [-0.4, 0.0, 0.0], [0.1, 0.1, 0.4], [0.2, 0.1, -0.3], [-0.2, 0.4, 0.0], [0.0, -0.3, 0.0], [0.3, 0.0, -0.1], [0.0, 0.0, 0.4], [0.3, -0.1, -0.1], [-0.3, 0.0, -0.2], [0.0, 0.0, 0.3], [-0.1, 0.1, -0.3], [0.1, -0.2, 0.0], [-0.6, -1.4, 1.7], [1.0, 0.6, -0.6], [0.2, -0.1, 1.6], [0.2, 0.4, -0.5], [-1.5, -1.0, 0.7], [-0.1, 0.1, -1.5], [0.0, 2.1, -3.1], [1.1, 0.6, 0.2], [0.0, -0.1, -0.3], [-0.2, -0.1, 0.0], [0.0, -0.2, 0.2], [0.4, 0.0, 0.3], [0.3, 0.2, -0.2], [-0.1, 0.0, -0.1], [0.4, -0.7, -0.5], [0.5, 1.2, 0.1], [0.5, -0.9, -0.2], [-0.9, 0.6, 0.5], [-0.1, -0.9, -0.2], [-0.3, 1.1, 2.2], [0.4, 0.0, -0.5], [0.1, 0.0, 0.0], [-0.2, -0.1, 0.1], [-0.1, 0.0, -0.3], [-0.1, 0.0, -0.3], [-0.1, 0.0, 0.3], [0.5, 0.1, -0.2], [-0.2, -0.3, 0.4], [0.1, 0.1, -0.1], [0.2, 0.1, -0.2], [0.0, 0.0, 0.0], [-0.2, -0.1, -0.1], [-0.1, -0.1, -0.3], [-0.2, -0.3, 0.1], [-0.2, 0.1, 0.0], [0.1, 0.3, -0.2], [0.3, -0.2, -0.2], [0.0, -0.1, 0.2], [-0.3, -0.1, 0.1], [-0.3, 0.0, -0.2], [0.0, 0.1, -0.4], [0.3, 0.1, -0.1], [-0.2, 0.0, -0.2], [0.1, 0.2, -0.3], [0.2, 0.0, -0.1], [0.3, -0.1, 0.2], [0.0, 0.0, 0.2]]}

# 2
{"formula": "C35H52N4O3SSiV", "method": "the ωB97M-V functional and the def2-TZVPD basis", "spin_multiplicity": 3, "energy_ha": -3441.3216, "max_force_ha_per_bohr": 0.007, "homo_lumo_gap_ev": [7.7, 8.0], "total_charge": 1, "relative_energy_kj_mol": 0.0, "s_squared": 2.0248, "symbols": ["V", "C", "C", "C", "C", "C", "C", "C", "C", "C", "C", "C", "C", "H", "H", "H", "H", "H", "H", "H", "H", "H", "H", "H", "H", "H", "H", "H", "H", "H", "H", "N", "C", "C", "C", "O", "O", "H", "H", "H", "H", "H", "H", "C", "C", "C", "N", "C", "S", "N", "C", "O", "C", "C", "C", "C", "C", "C", "H", "H", "H", "H", "H", "H", "H", "H", "H", "H", "H", "H", "H", "H", "C", "Si", "C", "C", "N", "C", "C", "C", "C", "C", "C", "H", "H", "H", "H", "H", "H", "H", "H", "H", "H", "H", "H", "H", "H"], "coordinates": [[-0.14189, 1.40357, -0.07040], [-1.40585, -0.96049, 3.72254], [-0.41128, 0.17260, 3.65904], [0.96455, -0.08299, 3.70341], [1.45389, -1.50660, 3.82377], [1.87636, 0.98402, 3.70263], [3.36119, 0.69282, 3.66850], [1.40732, 2.30533, 3.73231], [2.34952, 3.47364, 3.90748], [0.02939, 2.55942, 3.66534], [-0.48279, 3.97491, 3.67993], [-0.87707, 1.49548, 3.63205], [-2.36100, 1.77194, 3.66759], [-1.80582, -1.06969, 4.73467], [-0.96318, -1.91131, 3.44081], [-2.25160, -0.78975, 3.05724], [1.38858, -2.04132, 2.87011], [0.85687, -2.06263, 4.54603], [2.48445, -1.56155, 4.16142], [3.76536, 0.48620, 4.66233], [3.92991, 1.52388, 3.25737], [3.58048, -0.17911, 3.05155], [2.43225, 4.08514, 3.00615], [3.34664, 3.16669, 4.20705], [1.97667, 4.13488, 4.68984], [-0.77440, 4.27201, 4.69200], [-1.35460, 4.08508, 3.03832], [0.25469, 4.68162, 3.31745], [-2.57905, 2.69937, 4.19060], [-2.90457, 0.97891, 4.17545], [-2.79066, 1.86642, 2.66464], [1.91686, 1.31277, 0.38601], [2.77940, 2.34093, -0.26488], [1.99044, 3.58437, -0.67220], [0.97566, 4.02058, 0.36786], [1.03971, 5.05851, 0.96991], [-0.03334, 3.15573, 0.54707], [1.89954, 1.48977, 1.39805], [2.34115, 0.39433, 0.29092], [3.21582, 1.88676, -1.15389], [3.59124, 2.60552, 0.41496], [1.45418, 3.38412, -1.60263], [2.68285, 4.40638, -0.84466], [1.59741, -5.01612, 1.92865], [1.12667, -4.26394, 0.69298], [-0.36877, -3.98822, 0.75299], [-0.86358, -3.32791, -0.45605], [-0.85922, -2.02954, -0.67658], [-0.30084, -0.99289, 0.57883], [-1.30325, -1.50587, -1.85350], [-1.58557, -2.08182, -3.11550], [-1.62043, -1.34478, -4.06337], [-1.88432, -3.53891, -3.22317], [-3.06945, -4.05707, -2.70646], [-3.34104, -5.41045, -2.84699], [-2.42963, -6.23739, -3.49041], [-1.25540, -5.71327, -4.01418], [-0.98328, -4.35873, -3.89388], [2.67232, -5.18702, 1.89698], [1.11028, -5.98890, 2.00944], [1.37766, -4.45871, 2.84078], [1.34727, -4.83961, -0.20963], [1.65621, -3.31195, 0.59956], [-0.62051, -3.36769, 1.61325], [-0.93126, -4.91832, 0.84551], [-1.19526, -3.92996, -1.19675], [-1.14330, -0.49911, -1.93599], [-3.77406, -3.40726, -2.20109], [-4.26618, -5.81624, -2.46180], [-2.64105, -7.29270, -3.59456], [-0.55620, -6.35849, -4.52816], [-0.08238, -3.93370, -4.31756], [-1.54622, 4.26114, -2.15166], [-1.87250, 2.42954, -2.18363], [-2.85911, 1.87461, -0.67441], [-2.75749, 1.95443, -3.74958], [-0.37970, 1.47999, -1.90700], [0.55507, 1.13908, -2.91429], [1.46286, 0.09880, -2.70324], [2.38298, -0.24484, -3.68173], [2.41194, 0.43870, -4.88817], [1.51566, 1.47594, -5.10267], [0.59809, 1.82815, -4.12595], [-2.44264, 4.78691, -2.48986], [-0.74275, 4.53504, -2.83922], [-1.29218, 4.63223, -1.15975], [-3.58627, 2.63297, -0.38035], [-2.28602, 1.69985, 0.25248], [-3.38396, 0.93917, -0.87709], [-3.83447, 1.94197, -3.56537], [-2.47128, 0.97211, -4.11933], [-2.57252, 2.68906, -4.53378], [1.43255, -0.45523, -1.77026], [3.07850, -1.05421, -3.49891], [3.12474, 0.16689, -5.65404], [1.52839, 2.01894, -6.03799], [-0.08436, 2.64706, -4.31130]], "atomic_forces_ev_per_a": [[-0.2, -0.1, 0.0], [0.0, 0.0, 0.0], [0.0, 0.1, 0.0], [0.0, 0.0, 0.0], [0.0, 0.0, 0.0], [0.0, 0.0, -0.1], [0.0, 0.0, 0.0], [0.0, 0.0, 0.0], [0.0, 0.0, 0.0], [0.0, 0.0, 0.0], [0.0, 0.0, 0.0], [0.0, 0.0, 0.0], [0.0, 0.0, 0.0], [0.0, 0.0, 0.0], [0.0, 0.0, 0.0], [0.0, 0.0, 0.0], [0.0, 0.0, 0.0], [0.0, 0.0, 0.0], [0.0, 0.0, 0.0], [0.0, 0.0, 0.0], [0.0, 0.0, 0.0], [0.0, 0.0, 0.0], [0.0, 0.0, 0.0], [0.0, 0.0, 0.0], [0.0, 0.0, 0.0], [0.0, 0.0, 0.0], [0.0, 0.0, 0.0], [0.0, 0.0, 0.0], [0.0, 0.0, 0.0], [0.0, 0.0, 0.0], [0.0, 0.0, 0.0], [0.1, 0.0, 0.1], [0.0, 0.0, 0.0], [0.1, 0.1, 0.0], [-0.3, -0.1, 0.1], [0.1, 0.0, 0.0], [0.1, 0.2, 0.1], [0.0, 0.0, 0.0], [0.0, 0.0, -0.1], [0.0, 0.0, 0.0], [0.0, 0.0, 0.0], [0.0, 0.0, 0.0], [0.0, 0.0, 0.0], [0.0, 0.0, 0.0], [0.0, 0.0, 0.0], [-0.1, 0.0, 0.0], [0.0, 0.0, -0.1], [-0.1, 0.1, 0.2], [0.0, 0.0, -0.1], [0.1, 0.1, 0.0], [-0.2, 0.0, 0.0], [0.1, 0.1, 0.0], [0.1, 0.0, 0.1], [0.1, 0.0, 0.1], [0.0, 0.0, 0.0], [0.0, 0.0, 0.0], [0.0, 0.0, 0.0], [0.0, 0.0, 0.0], [0.0, 0.0, 0.0], [0.0, 0.0, 0.0], [0.0, 0.0, 0.0], [0.0, 0.0, 0.0], [0.0, 0.0, 0.0], [0.0, 0.0, 0.0], [0.0, 0.0, 0.0], [0.0, 0.0, -0.1], [0.0, 0.0, 0.0], [0.0, 0.0, 0.0], [0.0, 0.0, 0.0], [0.0, 0.0, 0.0], [0.0, 0.0, 0.0], [0.0, 0.0, 0.0], [0.0, 0.0, -0.1], [0.1, 0.0, 0.0], [0.2, 0.0, 0.1], [0.0, 0.0, 0.1], [-0.1, -0.2, -0.3], [0.0, 0.2, 0.1], [0.0, 0.0, 0.0], [0.0, 0.0, 0.0], [0.0, 0.0, 0.0], [0.0, 0.0, 0.0], [0.1, 0.0, 0.0], [0.0, 0.0, 0.0], [0.0, 0.0, 0.0], [0.0, 0.0, 0.0], [0.0, 0.0, 0.0], [-0.1, 0.0, 0.1], [0.0, 0.0, 0.0], [0.0, 0.0, 0.0], [0.1, -0.1, 0.0], [0.0, 0.0, 0.0], [0.0, 0.0, 0.0], [0.0, 0.0, 0.0], [0.0, 0.0, 0.0], [0.0, 0.0, 0.0], [0.0, 0.0, 0.0]]}

Q: Which formula does entry 1 have?
A: C35H52LaOP3Sb